Record 1
{"formula": "C21H44O9P3", "method": "ωB97M-V with the def2-TZVPD basis set", "elements": ["C", "C", "C", "O", "P", "C", "C", "C", "C", "C", "C", "H", "H", "H", "H", "H", "H", "H", "H", "H", "H", "H", "H", "H", "H", "O", "P", "O", "C", "C", "O", "C", "C", "O", "C", "C", "H", "H", "H", "H", "H", "H", "H", "H", "H", "H", "H", "H", "H", "H", "H", "O", "P", "O", "C", "C", "O", "C", "C", "O", "C", "C", "H", "H", "H", "H", "H", "H", "H", "H", "H", "H", "H", "H", "H", "H", "H"], "xyz": [[-1.213, 1.539, -0.138], [-2.505, 0.696, -0.577], [-3.907, 1.458, -0.398], [-3.797, 2.915, -0.311], [-5.274, 3.644, 0.129], [-6.721, 2.438, -0.089], [-7.267, 2.327, -1.555], [-8.441, 1.331, -1.824], [-8.961, 0.518, -0.619], [-8.432, 0.649, 0.848], [-7.268, 1.634, 1.116], [-1.280, 2.641, -0.447], [-1.038, 1.490, 1.003], [-0.294, 1.082, -0.670], [-2.409, 0.437, -1.698], [-2.570, -0.290, 0.023], [-4.592, 1.124, -1.266], [-4.362, 1.083, 0.599], [-5.304, 4.065, 1.499], [-5.602, 4.783, -0.693], [-6.813, 2.968, -2.384], [-8.829, 1.236, -2.894], [-9.798, -0.241, -0.793], [-8.873, 0.012, 1.698], [-6.790, 1.816, 2.136], [5.444, 2.334, -3.191], [4.423, 1.195, -3.111], [3.536, 1.842, -1.869], [2.697, 2.952, -2.139], [1.545, 2.588, -3.057], [5.373, 0.182, -2.203], [6.787, 0.364, -2.166], [7.194, 1.324, -1.056], [3.282, -0.090, -3.113], [2.754, -0.484, -4.383], [3.815, -0.648, -5.454], [3.287, 3.772, -2.561], [2.299, 3.292, -1.179], [1.908, 2.415, -4.075], [0.808, 3.392, -3.100], [1.051, 1.672, -2.722], [7.157, 0.692, -3.139], [7.240, -0.613, -1.975], [6.565, 2.215, -1.017], [8.232, 1.638, -1.185], [7.096, 0.837, -0.085], [2.004, 0.246, -4.698], [2.237, -1.436, -4.230], [4.348, 0.292, -5.637], [3.355, -0.961, -6.393], [4.556, -1.393, -5.155], [0.965, -0.870, 3.388], [0.858, -2.394, 3.271], [2.262, -2.755, 4.069], [2.307, -2.584, 5.477], [1.394, -3.557, 6.200], [1.434, -2.498, 1.717], [1.429, -1.350, 0.871], [2.712, -0.545, 1.022], [0.591, -4.087, 3.142], [-0.710, -4.566, 3.494], [-1.838, -3.755, 2.887], [2.057, -1.550, 5.737], [3.340, -2.761, 5.787], [0.345, -3.285, 6.043], [1.582, -3.546, 7.275], [1.532, -4.575, 5.827], [0.544, -0.738, 1.060], [1.350, -1.701, -0.163], [3.006, -0.407, 2.064], [2.600, 0.440, 0.560], [3.539, -1.064, 0.537], [-0.799, -4.586, 4.583], [-0.772, -5.600, 3.143], [-1.809, -2.713, 3.225], [-2.802, -4.175, 3.180], [-1.769, -3.748, 1.797]], "lowdin_charge": [-0.114, -0.200, -0.254, -0.347, 1.079, -0.358, -0.051, -0.027, -0.025, -0.024, -0.059, 0.076, 0.093, 0.076, 0.118, 0.123, 0.129, 0.122, 0.053, 0.059, 0.104, 0.110, 0.107, 0.113, 0.104, -0.227, 0.697, -0.243, -0.297, -0.089, -0.226, -0.293, -0.073, -0.209, -0.308, -0.082, 0.112, 0.116, 0.066, 0.077, 0.066, 0.103, 0.116, 0.069, 0.079, 0.074, 0.094, 0.123, 0.070, 0.085, 0.090, -0.240, 0.690, -0.225, -0.296, -0.085, -0.218, -0.300, -0.058, -0.197, -0.302, -0.091, 0.110, 0.122, 0.062, 0.081, 0.085, 0.078, 0.114, 0.074, 0.070, 0.081, 0.097, 0.126, 0.063, 0.082, 0.084], "orbital_gap_ev": 6.93, "homo_ha": -0.4140, "charge": 1}

***

Record 2
{"formula": "C21H45FK2N3O3", "method": "ωB97M-V with the def2-TZVPD basis set", "elements": ["K", "K", "F", "C", "O", "N", "C", "C", "H", "H", "H", "H", "H", "H", "H", "C", "C", "C", "C", "C", "C", "N", "O", "C", "C", "C", "H", "H", "H", "H", "H", "H", "H", "H", "H", "H", "H", "H", "H", "H", "H", "H", "H", "H", "H", "C", "C", "C", "C", "C", "C", "N", "O", "C", "C", "C", "H", "H", "H", "H", "H", "H", "H", "H", "H", "H", "H", "H", "H", "H", "H", "H", "H", "H", "H"], "xyz": [[-1.992, -0.324, 3.583], [-2.335, 0.245, -0.850], [-1.422, -0.525, 1.204], [1.648, -0.727, 4.103], [0.489, -1.043, 4.003], [2.539, -0.687, 3.059], [3.945, -0.360, 3.274], [2.089, -1.182, 1.791], [2.194, -0.439, 5.015], [4.517, -0.704, 2.407], [4.422, -0.924, 4.084], [4.055, 0.673, 3.462], [2.295, -2.260, 1.648], [0.951, -0.942, 1.703], [2.652, -0.760, 0.904], [-1.902, -3.999, -2.539], [-0.766, -4.217, -1.536], [0.185, -5.312, -2.015], [1.075, -4.933, -3.143], [1.902, -3.716, -2.665], [1.043, -2.472, -2.327], [0.110, -3.003, -1.301], [-0.833, -1.936, -0.984], [1.881, -1.411, -1.536], [0.319, -1.881, -3.591], [-1.413, -4.484, -0.154], [-1.535, -4.358, -3.474], [-2.211, -2.918, -2.591], [-2.787, -4.627, -2.311], [0.939, -5.587, -1.260], [-0.422, -6.187, -2.281], [0.530, -4.637, -4.015], [1.793, -5.743, -3.377], [2.679, -3.339, -3.307], [2.492, -3.796, -1.726], [2.763, -1.233, -2.183], [1.288, -0.509, -1.329], [2.299, -1.716, -0.613], [-0.270, -2.652, -4.097], [-0.413, -1.111, -3.133], [0.946, -1.426, -4.307], [-2.140, -5.315, -0.169], [-1.938, -3.594, 0.171], [-0.692, -4.702, 0.640], [-0.737, -1.811, -0.009], [0.740, 1.898, -0.104], [0.074, 3.177, 0.422], [0.130, 4.269, -0.700], [-0.637, 5.508, -0.270], [-2.035, 5.111, -0.008], [-2.234, 3.986, 1.043], [-1.285, 2.888, 0.660], [-1.368, 2.029, 1.880], [-2.148, 4.530, 2.532], [-3.670, 3.395, 0.911], [0.847, 3.615, 1.700], [0.233, 1.535, -1.032], [0.594, 1.091, 0.632], [1.790, 2.084, -0.411], [1.186, 4.438, -0.987], [-0.379, 3.942, -1.592], [-0.625, 6.170, -1.172], [-0.051, 6.088, 0.445], [-2.451, 4.674, -0.916], [-2.653, 5.987, 0.243], [-1.403, 5.305, 2.579], [-3.122, 4.923, 2.732], [-1.872, 3.727, 3.144], [-3.873, 2.650, 1.710], [-4.400, 4.199, 0.926], [-3.650, 2.939, -0.118], [0.306, 4.202, 2.432], [1.648, 4.287, 1.381], [1.248, 2.785, 2.205], [-1.169, 1.153, 1.504]], "lowdin_charge": [0.941, 0.865, -0.693, -0.312, -0.090, -0.182, -0.036, -0.073, 0.147, 0.096, 0.095, 0.074, 0.106, 0.102, 0.085, -0.026, -0.482, -0.157, -0.170, -0.127, -0.477, -0.050, -0.219, -0.015, 0.003, -0.025, 0.057, 0.092, 0.096, 0.131, 0.133, 0.092, 0.130, 0.109, 0.126, 0.103, 0.062, 0.024, 0.064, 0.092, 0.065, 0.092, 0.065, 0.086, 0.054, -0.035, -0.527, -0.124, -0.197, -0.145, -0.461, -0.058, -0.131, -0.003, -0.031, 0.007, 0.074, 0.062, 0.112, 0.134, 0.111, 0.132, 0.119, 0.118, 0.137, 0.070, 0.078, 0.051, 0.090, 0.086, 0.077, 0.065, 0.095, 0.058, -0.017], "orbital_gap_ev": 8.33, "homo_ha": -0.4020, "charge": 1}

***

Record 3
{"formula": "C21H45I2NO6PS2", "method": "ωB97M-V with the def2-TZVPD basis set", "elements": ["C", "C", "C", "C", "C", "P", "N", "C", "C", "C", "C", "O", "C", "O", "C", "I", "C", "C", "I", "H", "H", "H", "H", "H", "H", "H", "H", "H", "H", "H", "H", "H", "H", "H", "H", "H", "H", "H", "H", "H", "H", "H", "H", "H", "H", "H", "H", "H", "C", "C", "C", "S", "O", "O", "C", "H", "H", "H", "H", "H", "H", "H", "H", "C", "C", "C", "S", "O", "O", "C", "H", "H", "H", "H", "H", "H", "H", "H"], "xyz": [[-1.302, 0.280, -3.375], [-0.296, -0.560, -2.554], [1.122, -0.049, -2.890], [-0.492, -0.417, -1.038], [-1.944, -0.597, -0.586], [-2.163, -1.647, 1.027], [-2.408, -2.660, 2.568], [-1.234, -0.268, 2.025], [0.248, -0.516, 2.339], [0.576, -1.824, 3.064], [2.058, -1.872, 3.338], [2.789, -1.884, 2.083], [4.071, -2.139, 2.221], [4.827, -1.519, 2.880], [-3.066, -3.113, 0.079], [-1.540, -4.042, -1.223], [-4.433, -2.908, -0.619], [-4.492, -3.286, -2.111], [-5.437, -0.999, -0.522], [-1.999, 0.840, -2.768], [-1.912, -0.399, -3.974], [-0.800, 0.922, -4.085], [-0.381, -1.597, -2.852], [1.448, -0.394, -3.867], [1.067, 1.032, -2.876], [1.810, -0.392, -2.122], [0.177, -1.149, -0.594], [-0.116, 0.580, -0.809], [-2.457, -1.074, -1.423], [-2.448, 0.357, -0.479], [-3.399, -0.972, 1.364], [-0.902, -2.317, 0.813], [-3.407, -2.794, 2.695], [-2.078, -2.161, 3.386], [-1.721, -0.014, 2.970], [-1.271, 0.660, 1.455], [0.573, 0.283, 3.015], [0.903, -0.434, 1.478], [0.070, -1.852, 4.021], [0.344, -2.703, 2.481], [2.369, -1.016, 3.926], [2.304, -2.787, 3.875], [4.439, -2.987, 1.627], [-3.188, -3.911, 0.789], [-5.127, -3.604, -0.178], [-4.383, -4.352, -2.259], [-3.834, -2.677, -2.716], [-5.503, -3.040, -2.432], [-3.293, 4.490, -7.075], [-3.420, 3.110, -7.735], [-2.987, 2.064, -6.699], [-3.342, 2.778, -5.089], [-2.102, 3.008, -4.402], [-4.434, 2.070, -4.481], [-3.935, 4.354, -5.697], [-3.778, 5.268, -7.666], [-2.238, 4.754, -6.970], [-4.460, 2.938, -8.019], [-2.817, 3.038, -8.639], [-3.539, 1.133, -6.802], [-1.918, 1.867, -6.746], [-3.649, 5.142, -5.005], [-5.021, 4.293, -5.770], [6.989, 0.990, 4.936], [5.475, 0.759, 4.995], [5.097, 0.587, 6.472], [6.312, 1.515, 7.414], [7.089, 0.594, 8.207], [5.688, 2.672, 8.007], [7.297, 2.028, 6.011], [7.308, 1.330, 3.951], [7.514, 0.058, 5.157], [4.958, 1.628, 4.581], [5.178, -0.106, 4.409], [4.106, 0.980, 6.690], [5.160, -0.454, 6.784], [8.346, 2.063, 6.298], [6.955, 3.019, 5.714]], "lowdin_charge": [-0.084, -0.430, -0.091, -0.270, -0.377, 0.436, -0.207, -0.314, -0.260, -0.204, -0.177, -0.014, -0.387, 0.084, -0.760, 0.791, -0.824, -0.309, 0.816, 0.064, 0.074, 0.045, 0.074, 0.067, 0.069, 0.067, 0.076, 0.110, 0.020, 0.051, -0.045, -0.046, -0.007, -0.028, 0.061, 0.055, 0.100, 0.087, 0.112, 0.095, 0.115, 0.125, 0.146, -0.006, 0.049, 0.040, 0.037, 0.021, -0.227, -0.219, -0.218, 0.649, -0.314, -0.311, -0.233, 0.110, 0.117, 0.114, 0.110, 0.104, 0.105, 0.106, 0.105, -0.218, -0.211, -0.216, 0.659, -0.330, -0.335, -0.238, 0.115, 0.120, 0.122, 0.073, 0.102, 0.104, 0.103, 0.105], "orbital_gap_ev": 6.22, "homo_ha": -0.1546, "charge": -1}